Formula: C3H13NO2S
Source: the OMol25 dataset
Level of theory: ωB97M-V with the def2-TZVPD basis set

Last column: Mulliken spin population.
Atoms and positions in Å:
C: 1.01 -0.17 -1.19  0.0009
C: 0.09 -0.96 -0.15  0.0378
C: -1.24 -1.22 -0.75  -0.0795
S: -2.35 -2.28 0.21  0.8754
N: 2.28 0.31 -0.68  0.0595
H: 0.42 0.61 -1.66  0.0102
H: 1.36 -0.87 -1.99  0.0023
H: 0.53 -1.98 0.10  -0.0084
H: 0.07 -0.34 0.76  -0.0017
H: -0.93 -1.79 -1.67  0.0666
H: -1.77 -0.35 -1.16  0.0520
H: -3.34 -2.72 -0.60  -0.0082
H: 2.85 0.35 -1.50  -0.0018
H: 2.32 1.04 -0.01  -0.0005
H: 3.20 3.45 1.04  0.0000
H: 3.98 3.40 -0.21  0.0000
O: 3.27 3.93 0.20  0.0001
H: -1.18 2.05 1.17  0.0000
H: -1.01 0.73 1.61  -0.0049
O: -1.20 1.63 2.05  0.0001

Summary:
ΔE to the lowest compared entry with this formula, charge and spin: 152.1 kJ/mol
HOMO level (alpha / beta): -13.3 / -12.9 eV
Charge: +1
Frontier orbital gap (alpha / beta): 9.423 / 3.510 eV
⟨S²⟩: 0.754
Multiplicity: 2
LUMO energy (alpha / beta): -3.9 / -9.4 eV
Electronic energy: -725.12596 a.u.
Strongest force on any atom: 3.5 eV Å⁻¹

Formula: C10H14OS
Source: the OMol25 dataset
Level of theory: ωB97M-V with the def2-TZVPD basis set

Last column: Löwdin charge in e.
Atoms and positions in Å:
C: 3.22 -1.00 -1.21  -0.0999
C: 2.11 -1.21 -2.01  -0.0954
C: 3.05 -0.81 0.16  -0.0882
C: 0.85 -1.24 -1.46  -0.0606
C: 1.80 -0.84 0.72  -0.0669
C: 0.66 -1.08 -0.08  -0.3565
C: -2.85 1.28 0.85  -0.0535
C: -0.97 1.75 -0.89  -0.0384
C: -0.64 -1.13 0.47  -0.4577
C: -1.40 1.38 0.49  -0.4352
O: -0.54 1.71 1.47  -0.0063
S: -0.83 -1.27 2.23  0.7921
H: 4.21 -1.00 -1.64  0.0963
H: 2.23 -1.37 -3.08  0.1006
H: 3.92 -0.65 0.78  0.1026
H: -0.02 -1.42 -2.09  0.1111
H: 1.67 -0.71 1.78  0.0801
H: -3.43 0.85 0.04  0.0844
H: -3.24 2.29 1.06  0.0937
H: -2.98 0.69 1.75  0.0560
H: 0.02 1.35 -1.08  0.0739
H: -0.91 2.84 -1.00  0.0899
H: -1.67 1.36 -1.62  0.0855
H: -1.45 -1.54 -0.10  0.0695
H: -0.67 1.13 2.25  0.0451
H: -2.16 -1.38 2.20  -0.1224

Summary:
ΔE to the lowest compared entry with this formula, charge and spin: 242.3 kJ/mol
HOMO level (alpha / beta): -6.6 / -6.7 eV
Charge: 0
Frontier orbital gap (alpha / beta): 6.577 / 7.267 eV
LUMO energy (alpha / beta): 0.0 / 0.6 eV
Electronic energy: -862.78438 a.u.
Strongest force on any atom: 1.9 eV Å⁻¹

Formula: C2H7OS2
Source: the OMol25 dataset
Level of theory: ωB97M-V with the def2-TZVPD basis set

Last column: Löwdin charge in e.
Atoms and positions in Å:
C: 2.31 -0.17 -1.17  -0.2410
O: 2.89 -0.15 -0.12  -0.0491
H: 2.24 0.70 -1.83  0.0124
H: 0.15 1.32 3.96  0.0054
H: 1.78 -1.06 -1.55  0.0532
C: -1.72 -0.78 -0.22  -0.5648
S: -1.33 1.00 -0.32  0.0705
S: -0.49 1.10 -2.24  -0.2691
H: -1.69 -1.12 0.81  0.0032
H: -0.93 -1.27 -0.79  -0.0226
H: -2.66 -0.99 -0.71  0.0004
H: -0.57 1.43 4.18  0.0014

Summary:
ΔE to the lowest compared entry with this formula, charge and spin: 163.1 kJ/mol
HOMO level: -2.4 eV
Charge: -1
Frontier orbital gap: 6.195 eV
LUMO energy: 3.8 eV
Electronic energy: -951.99871 a.u.
Strongest force on any atom: 0.7 eV Å⁻¹

Formula: C27H33F5NO16
Source: the OMol25 dataset
Level of theory: ωB97M-V with the def2-TZVPD basis set

Last column: Löwdin charge in e.
Atoms and positions in Å:
C: 7.51 -3.33 0.07  -0.1201
C: 6.04 -2.54 0.04  -0.1739
C: 5.69 -1.35 -1.08  -0.0052
C: 4.18 -0.62 -1.09  -0.0140
C: 3.07 -1.11 0.01  -0.1604
C: 1.51 -0.52 0.09  -0.1024
C: 0.49 -1.79 -0.26  -0.2570
C: -0.27 -2.24 1.15  -0.0660
N: -0.88 -3.60 0.88  0.0007
C: -1.32 -3.83 -0.54  -0.1022
C: -1.55 -2.47 -1.43  -0.1393
O: -0.58 -1.39 -1.19  -0.1617
C: 3.44 -2.26 1.15  -0.0343
C: 4.94 -2.99 1.18  -0.0247
H: 7.31 -4.47 0.36  0.0903
H: 8.21 -2.82 0.86  0.0852
H: 8.01 -3.33 -1.00  0.0880
H: 6.47 -1.01 -1.90  0.0963
H: 3.95 0.19 -1.90  0.0926
H: 1.33 0.39 -0.66  0.1398
H: 1.34 -0.12 1.21  0.1049
H: 1.20 -2.64 -0.68  0.1671
H: -1.17 -1.47 1.30  0.1785
H: 0.47 -2.20 2.07  0.1430
H: -0.11 -4.31 1.08  0.1992
H: -1.64 -3.81 1.59  0.1979
H: -0.61 -4.59 -1.12  0.1652
H: -2.38 -4.38 -0.50  0.1628
H: -2.68 -2.11 -1.38  0.1515
H: -1.40 -2.80 -2.57  0.1472
H: 2.66 -2.62 1.95  0.0626
H: 5.14 -3.82 1.98  0.0950
C: 2.09 2.20 3.11  -0.0667
C: 2.21 2.69 4.52  -0.3135
O: 0.89 2.58 5.02  0.1230
C: 0.34 1.54 4.32  -0.5048
O: -0.68 0.96 4.66  0.1339
O: 1.08 1.23 3.21  0.0343
F: 2.56 4.00 4.55  0.0996
H: 1.77 2.99 2.42  0.1362
H: 3.02 1.77 2.75  0.1506
H: 2.89 2.11 5.14  0.1837
C: -1.97 3.75 1.87  -0.0695
C: -1.77 3.58 0.41  -0.3323
O: -0.88 4.62 0.07  0.1497
C: -0.15 4.84 1.20  -0.5030
O: 0.90 5.47 1.22  0.1546
O: -0.72 4.26 2.30  0.0594
F: -2.93 3.78 -0.26  0.0864
H: -2.76 4.48 2.11  0.1550
H: -2.20 2.81 2.37  0.1427
H: -1.33 2.62 0.12  0.1722
C: -4.34 -2.58 -4.72  -0.0745
C: -5.25 -3.76 -4.65  -0.3243
O: -4.43 -4.83 -5.07  0.1514
C: -3.17 -4.47 -4.72  -0.5057
O: -2.23 -5.25 -4.66  0.1345
O: -3.08 -3.14 -4.41  0.0402
F: -6.27 -3.63 -5.52  0.0949
H: -4.30 -2.13 -5.72  0.1080
H: -4.61 -1.80 -4.01  0.1508
H: -5.63 -3.96 -3.65  0.1744
C: -2.55 0.45 -9.27  -0.0691
C: -1.66 -0.02 -8.17  -0.3286
O: -2.49 -0.02 -7.04  0.1437
C: -3.75 -0.26 -7.52  -0.4793
O: -4.69 -0.61 -6.84  0.1269
O: -3.81 -0.07 -8.88  0.0889
F: -0.66 0.86 -7.96  0.0850
H: -2.62 1.54 -9.32  0.1536
H: -2.26 0.06 -10.24  0.1501
H: -1.24 -1.02 -8.33  0.1798
C: -0.74 4.49 7.28  -0.0771
C: 0.03 4.05 8.47  -0.3284
O: 0.88 5.14 8.74  0.1437
C: 0.21 6.23 8.29  -0.4983
O: 0.49 7.38 8.59  0.1526
O: -0.84 5.89 7.48  0.0770
F: 0.79 2.97 8.18  0.0762
H: -0.22 4.30 6.33  0.1297
H: -1.73 4.04 7.23  0.1473
H: -0.59 3.84 9.35  0.1785

Summary:
HOMO level: -10.9 eV
Charge: +1
Frontier orbital gap: 7.520 eV
LUMO energy: -3.4 eV
Electronic energy: -2805.95068 a.u.
Strongest force on any atom: 4.9 eV Å⁻¹

Formula: C4H5BrFN
Source: the OMol25 dataset
Level of theory: ωB97M-V with the def2-TZVPD basis set

Last column: Löwdin charge in e.
Atoms and positions in Å:
C: -0.27 -2.08 1.34  0.0166
N: 0.44 -1.66 0.36  -0.0320
C: 0.27 -0.61 -0.46  -0.7363
Br: 1.05 -0.72 -2.17  0.8070
C: -0.10 0.61 -0.06  -0.3833
C: -0.04 1.85 -0.93  -0.0391
F: -0.18 0.90 1.24  0.0678
H: 0.18 -2.74 2.00  0.0458
H: -1.25 -1.73 1.65  0.0822
H: -0.01 1.51 -1.92  0.0013
H: 0.81 2.22 -0.47  0.0658
H: -0.91 2.45 -0.60  0.1042

Summary:
ΔE to the lowest compared entry with this formula, charge and spin: 41.9 kJ/mol
HOMO level: -8.5 eV
Charge: 0
Frontier orbital gap: 8.723 eV
SMILES string: C=N/C(Br)=C(/C)F
LUMO energy: 0.3 eV
Electronic energy: -2883.96765 a.u.
Strongest force on any atom: 4.2 eV Å⁻¹

Formula: CH5N3S
Source: the OMol25 dataset
Level of theory: ωB97M-V with the def2-TZVPD basis set

Last column: Löwdin charge in e.
Atoms and positions in Å:
N: -1.71 0.64 0.08  -0.0158
N: -0.97 -0.54 -0.23  -0.1006
N: 0.39 -0.33 0.13  -0.1696
C: 1.49 -0.45 -0.56  -0.7492
S: 2.90 0.07 0.15  0.5265
H: -1.32 1.42 -0.47  0.0842
H: -1.71 0.89 1.06  0.0665
H: -1.36 -1.17 0.44  0.1015
H: 0.68 0.32 1.04  0.1630
H: 1.61 -0.86 -1.63  0.0935

Summary:
ΔE to the lowest compared entry with this formula, charge and spin: 232.2 kJ/mol
HOMO level: -8.5 eV
Charge: 0
Frontier orbital gap: 9.162 eV
SMILES string: NNNC=S
LUMO energy: 0.7 eV
Electronic energy: -603.45747 a.u.
Strongest force on any atom: 3.9 eV Å⁻¹